1.
This record from the OMol25 dataset describes the molecule C5H8O. The level of theory is ωB97M-V/def2-TZVPD.

```
14
Properties=species:S:1:pos:R:3:forces:R:3
H -0.16525 -2.33323 -0.63973 -0.0346 0.1127 0.0731
C 2.40411 0.26074 -0.45361 -0.4653 -0.1006 0.0111
H -1.67976 -1.71804 0.04375 0.1355 0.0384 -0.0055
O -0.57571 2.20414 0.12117 0.2135 0.0925 -0.0186
H 3.45870 0.42798 -0.45788 -0.1791 -0.0216 -0.0063
C -0.23659 -0.16645 -0.41792 0.0027 0.0476 -0.0346
H -1.95739 0.78789 0.46958 0.1286 -0.0284 0.0024
H -0.63257 0.00522 -1.42663 0.0739 -0.0105 0.0958
H -0.21337 -1.78140 1.04103 -0.0327 0.0472 -0.1291
C 1.21809 0.04420 -0.45907 0.5018 0.0791 -0.0047
H 0.38758 2.28686 0.08930 -0.1056 0.0528 -0.0135
H -0.54904 0.68346 1.54497 -0.0176 0.0545 -0.1605
C -0.86796 0.88495 0.50900 -0.1756 -0.2712 0.1396
C -0.59280 -1.58571 0.03296 -0.0452 -0.0924 0.0508
```
Positions in Å, forces in eV/Å.

Results
energy above the lowest of the compared OMol25 structures with the same formula, charge and spin = 195.7 kJ/mol
highest occupied orbital energy = -10.1 eV
SMILES = C#C[C@@H](C)CO
HOMO-LUMO gap = 11.10 eV

These are the Mulliken partial charges, in e, on atoms 1 to 4:
1. H 0.37
2. C 0.21
3. H 0.36
4. O -0.50

2.
This record from the OMol25 dataset describes the molecule C5H8O. The level of theory is ωB97M-V/def2-TZVPD.

```
14
Properties=species:S:1:pos:R:3:forces:R:3
H 2.22365 -0.24390 0.42541 -0.5300 0.1647 0.3701
H 0.33975 0.87902 -1.58761 -0.0272 -0.2414 0.0400
C -0.78724 -0.65791 -0.53103 0.3334 0.0759 0.1415
C -0.75971 -0.49764 0.96876 -0.1618 0.6670 0.3576
C 0.25722 0.24520 1.39933 0.8047 -0.5136 -0.6086
H -0.89111 -1.69507 -0.87056 0.0214 0.2090 0.0656
H 1.12442 -0.70645 -1.62066 -0.0041 0.1883 0.1328
H -1.59784 -0.75491 1.60825 -0.0686 -0.1007 -0.2488
C 1.33156 0.39941 0.30805 -0.4530 0.1755 -0.0484
H 0.33238 0.68047 2.39531 0.1750 -0.3070 -0.1755
O -1.93904 0.01040 -1.04952 0.0977 0.0462 -0.0939
H -1.90609 0.92676 -0.73846 -0.0096 -0.2276 -0.0302
H 1.71117 1.42756 0.28152 -0.0634 -0.1288 -0.1649
C 0.56088 -0.01294 -0.98879 -0.1144 -0.0075 0.2627
```
Positions in Å, forces in eV/Å.

Results
energy above the lowest of the compared OMol25 structures with the same formula, charge and spin = 86.7 kJ/mol
highest occupied orbital energy = -9.6 eV
SMILES = O[C@@H]1C=CCC1
HOMO-LUMO gap = 10.64 eV

These are the Mulliken partial charges, in e, on atoms 1 to 4:
1. H 0.24
2. H 0.24
3. C 0.06
4. C -0.67

| no. | E_tot (Eh) |
| --- | --- |
| 1 | -270.48335 |
| 2 | -270.52487 |